*w*
# C2H3NO3P

A gas-phase ion, C2H3NO3P (charge -1) (ωB97M-V with the def2-TZVPD basis set, the Open Molecules 2025 dataset).

XYZ file:
```
10
Properties=species:S:1:pos:R:3:nbo_charge:R:1
O 0.33462 -1.36007 -1.94920 -0.678
C -1.49765 -0.11583 -0.09424 0.534
O -2.25105 -0.61222 -0.88978 -0.611
N -0.17639 -0.14326 -0.05277 -0.722
P 0.97746 1.05709 0.79191 0.535
C 0.66540 -0.60293 -1.05158 0.856
O 1.80535 -0.11239 -0.71776 -0.786
H 0.08722 1.08648 1.99234 -0.163
H 2.02326 0.24959 1.34162 -0.043
H -1.96822 0.55354 0.62946 0.078
```

Its HOMO energy is -4.64 eV. As for the total charge: -1. For the LUMO energy, the calculation gives 4.188 eV. The spin multiplicity is 1. As for the orbital gap: 8.83 eV.

*x*
# C2H3NO3P

A gas-phase ion, C2H3NO3P (charge -1) (ωB97M-V with the def2-TZVPD basis set, the Open Molecules 2025 dataset).

XYZ file:
```
10
Properties=species:S:1:pos:R:3:nbo_charge:R:1
N -0.38509 0.10258 -2.18428 -0.078
C -0.41700 -0.24173 -0.95099 -0.273
P 1.36163 -0.93165 1.93306 1.513
H -0.98055 1.31131 0.50327 0.162
O -0.15121 1.25914 -2.60144 -0.670
O 0.85305 -2.02068 2.66317 -1.049
H -0.66921 -1.21172 -0.88923 0.164
H 0.66887 1.30661 -0.04669 0.174
O -0.10940 -0.20461 1.35230 -0.803
C -0.17109 0.63077 0.22084 -0.139
```

Its HOMO energy is -2.09 eV. Its structure (SMILES) is O=POC/C=N\[O-]. As for the total charge: -1. For the LUMO energy, the calculation gives 2.937 eV. The spin multiplicity is 1. As for the orbital gap: 5.03 eV.

According to the calculations, the structures order from most to least stable as *w*, *x*.

*w*
# C5H12N3O

A gas-phase ion, C5H12N3O (charge +1) (ωB97M-V with the def2-TZVPD basis set, the Open Molecules 2025 dataset).

XYZ file:
```
21
Properties=species:S:1:pos:R:3:nbo_charge:R:1
C -1.48536 1.99311 0.70644 0.490
H 1.14708 -0.35389 1.88619 0.390
N -0.47284 1.76444 0.00376 -0.439
H -3.24534 -0.46284 -0.13615 0.398
H 0.21883 -1.63541 1.52145 0.393
H -2.06487 -0.83240 0.87785 0.392
H -1.58297 2.89865 1.26749 0.236
C 0.71174 -1.52302 -1.04980 -0.628
C 0.72505 -0.33390 -0.08385 0.013
C -0.23321 0.68001 -0.63195 0.386
H 2.18401 0.76948 -1.41790 0.248
H -0.30870 -1.99925 -0.82479 0.213
N -2.39256 -0.11599 0.19113 -0.477
N 0.35067 -0.64971 1.29687 -0.872
H 2.79049 -0.26190 0.08646 0.240
C 2.09012 0.42581 -0.29896 -0.596
O -2.45348 1.13440 0.77743 -0.304
H 0.76533 -1.21484 -2.16379 0.240
H -0.26057 0.62041 -1.66270 0.203
H 1.91038 1.35443 0.36844 0.225
H 1.60621 -2.25758 -0.71362 0.250
```

Its HOMO energy is -14.24 eV. Its structure (SMILES) is CC(C)(N)C=[N+]=CON. As for the total charge: +1. For the LUMO energy, the calculation gives -4.394 eV. The spin multiplicity is 1. As for the orbital gap: 9.84 eV.

*x*
# C5H12N3O

A molecular structure, C5H12N3O (ωB97M-V with the def2-TZVPD basis set, the Open Molecules 2025 dataset).

XYZ file:
```
21
Properties=species:S:1:pos:R:3:nbo_charge:R:1
N 0.84027 0.64210 0.34130 -0.450
C -0.40128 -0.72949 -0.21030 0.122
H 2.87783 -0.08411 0.15205 0.219
H 0.34321 2.35226 -0.41973 0.227
H 1.16945 1.22458 -1.48942 0.200
H -0.06646 -2.21249 1.20809 0.419
H -0.21135 -0.52511 -1.24496 0.196
H -2.94057 0.59948 -1.34536 0.270
H -3.72715 0.30427 0.16551 0.275
C 1.16832 1.72404 -0.52461 -0.407
C 1.98489 -0.30766 0.63380 -0.102
N 0.23727 -1.76605 0.37902 -0.426
N 1.61811 -1.71743 0.21074 -0.397
H 2.20534 -0.14331 1.73587 0.221
H 0.42498 0.95049 1.18447 0.424
H 2.14533 2.06132 -0.24875 0.227
C -3.02722 -0.14259 -0.46331 -0.735
H 1.88572 -1.81089 -0.69238 0.363
O -1.65116 0.67857 1.28905 -0.507
H -3.08703 -1.10328 -0.98026 0.265
C -1.78849 0.00529 0.31918 0.598
```

Its HOMO energy is -14.29 eV. As for the total charge: +1. For the LUMO energy, the calculation gives -3.678 eV. The spin multiplicity is 1. As for the orbital gap: 10.61 eV.

According to the calculations, the structures order from most to least stable as *x*, *w*.